{
  "formula": "C35H80BN2O4",
  "method": "ωB97M-V with the def2-TZVPD basis set",
  "symbols": ["C", "C", "C", "C", "C", "B", "C", "O", "C", "C", "O", "C", "C", "O", "C", "C", "N", "C", "C", "N", "C", "C", "C", "O", "H", "H", "H", "H", "H", "H", "H", "H", "H", "H", "H", "H", "H", "H", "H", "H", "H", "H", "H", "H", "H", "H", "H", "H", "H", "H", "H", "H", "H", "H", "H", "H", "H", "H", "H", "H", "H", "H", "C", "C", "C", "C", "C", "C", "H", "H", "H", "H", "H", "H", "H", "H", "H", "H", "H", "H", "H", "H", "C", "C", "C", "C", "C", "C", "H", "H", "H", "H", "H", "H", "H", "H", "H", "H", "H", "H", "H", "H", "C", "C", "C", "C", "C", "C", "H", "H", "H", "H", "H", "H", "H", "H", "H", "H", "H", "H", "H", "H"],
  "positions_angstrom": [[3.5133, 0.4498, -0.6498], [2.2770, 1.2008, -0.0939], [1.5636, 1.9635, -1.1993], [0.1523, 2.5277, -0.8560], [-0.0217, 2.6239, 0.6726], [-1.0101, 1.4942, -1.5056], [-2.4486, 2.1057, -0.9848], [-3.5970, 1.7459, -1.7770], [-4.7960, 2.2281, -1.2715], [-5.8468, 1.1248, -1.2337], [-7.1705, 1.6631, -1.1709], [-7.4706, 2.1871, 0.0908], [-8.4759, 1.3341, 0.8215], [-7.9497, 0.0392, 1.0217], [-8.6115, -0.9826, 0.2976], [-7.6017, -2.0272, -0.1177], [-0.7161, 0.0976, -0.8870], [-1.8675, -0.7366, -0.6113], [-1.4509, -2.1872, -0.3611], [-0.7862, 1.5264, -3.0519], [-1.1837, 2.7510, -3.7269], [-1.2118, 0.3766, -3.7275], [-0.0776, -0.4911, -4.2735], [-2.3384, 0.0320, -3.9312], [4.3943, 1.0825, -0.5651], [3.6926, -0.4025, 0.0028], [3.3652, 0.1218, -1.6722], [1.6377, 0.4494, 0.3447], [2.6472, 1.8532, 0.6927], [2.1864, 2.8109, -1.5000], [1.5133, 1.3008, -2.0633], [0.0523, 3.5560, -1.2142], [-0.1314, 1.6479, 1.1308], [-0.9120, 3.2029, 0.9183], [0.8182, 3.1846, 1.0852], [-2.6353, 1.8980, 0.0729], [-2.3627, 3.2045, -1.0356], [-4.6607, 2.5968, -0.2529], [-5.1972, 3.0626, -1.8598], [-5.6840, 0.4577, -0.3913], [-5.7660, 0.5616, -2.1572], [-6.5990, 2.2740, 0.7346], [-7.8886, 3.1936, 0.0195], [-8.6587, 1.7907, 1.7959], [-9.4165, 1.3345, 0.2706], [-9.1114, -0.6077, -0.5920], [-9.3753, -1.4282, 0.9411], [-8.1326, -2.8511, -0.5862], [-7.0013, -2.3663, 0.7146], [-6.9324, -1.5823, -0.8476], [-0.0045, -0.4085, -1.4045], [-2.3235, -0.4042, 0.3231], [-2.6386, -0.7345, -1.3883], [-2.3216, -2.7847, -0.1158], [-0.7607, -2.2100, 0.4754], [-0.9577, -2.5698, -1.2528], [-0.5047, 3.0023, -4.5484], [-1.2559, 3.5988, -3.0580], [-2.1723, 2.6243, -4.1825], [0.0322, -1.4081, -3.7016], [0.8512, 0.0582, -4.1444], [-0.1820, -0.6674, -5.3386], [-1.7099, -2.6123, 5.0714], [-3.1613, -2.9009, 4.6997], [-3.4664, -2.6693, 3.2208], [-3.2723, -1.2321, 2.7365], [-4.0916, -0.1805, 3.4830], [-5.6000, -0.3780, 3.3465], [-1.4515, -1.5656, 4.9060], [-1.5334, -2.8310, 6.1266], [-1.0276, -3.2289, 4.4825], [-3.8260, -2.2961, 5.3233], [-3.3835, -3.9452, 4.9394], [-4.4942, -2.9869, 3.0193], [-2.8272, -3.3250, 2.6204], [-3.5249, -1.1882, 1.6726], [-2.2136, -0.9649, 2.7995], [-3.8302, 0.8026, 3.0822], [-3.8160, -0.1614, 4.5424], [-5.8991, -0.3639, 2.2987], [-6.1369, 0.4244, 3.8569], [-5.9290, -1.3233, 3.7846], [7.0306, 4.1145, 4.3382], [7.7851, 2.8891, 3.8311], [7.6040, 2.6402, 2.3348], [6.1668, 2.3582, 1.8940], [5.4998, 1.1689, 2.5810], [6.1987, -0.1595, 2.3077], [5.9525, 4.0043, 4.2149], [7.2246, 4.2716, 5.4009], [7.3451, 5.0136, 3.8038], [7.4775, 2.0084, 4.4018], [8.8517, 3.0263, 4.0321], [8.2473, 1.8071, 2.0359], [7.9700, 3.5132, 1.7841], [6.1631, 2.1902, 0.8126], [5.5530, 3.2487, 2.0578], [4.4692, 1.0991, 2.2243], [5.4391, 1.3361, 3.6606], [6.2385, -0.3635, 1.2356], [5.6593, -0.9796, 2.7846], [7.2192, -0.1679, 2.6969], [6.7406, -3.6748, -4.9341], [5.4418, -2.8813, -5.0446], [5.2214, -1.9106, -3.8857], [5.1010, -2.5625, -2.5081], [3.9873, -3.6004, -2.3790], [2.5938, -3.0212, -2.6040], [6.7503, -4.3116, -4.0480], [6.8702, -4.3218, -5.8040], [7.6023, -3.0055, -4.8831], [4.5976, -3.5713, -5.1268], [5.4597, -2.3084, -5.9759], [4.3245, -1.3186, -4.0876], [6.0512, -1.1965, -3.8591], [4.9385, -1.7743, -1.7669], [6.0537, -3.0315, -2.2404], [4.0313, -4.0283, -1.3734], [4.1562, -4.4311, -3.0715], [2.3900, -2.2108, -1.9011], [1.8326, -3.7897, -2.4589], [2.4772, -2.6319, -3.6168]],
  "forces_ev_per_a": [[-0.3249, 0.4070, 0.9411], [0.8723, -0.4410, -0.6759], [-0.3520, 0.7640, 0.3124], [-0.2106, -1.1255, 0.3998], [-0.0687, 0.6841, -0.5480], [0.7958, 0.7108, 1.1119], [0.1981, 0.3738, -0.7278], [0.1064, -0.4016, 0.2926], [-0.3147, 0.0741, 0.3286], [0.0808, 0.2635, -0.4467], [0.1721, -0.0786, -0.0706], [-0.3219, 0.1929, 0.5034], [0.1969, 0.1894, 0.1625], [-0.4010, 0.0361, -0.3638], [0.1837, -0.4256, 0.3775], [-0.1525, 0.4022, -0.3141], [-0.4657, 0.2512, -0.5146], [0.3817, -0.7297, 0.2569], [-0.0874, 0.6896, -0.1228], [-0.1579, 0.2736, 0.1609], [-0.6217, -0.4758, -0.6033], [1.1984, -0.2517, -0.1877], [0.7434, 0.6481, 0.3395], [-1.3259, -0.1581, -0.3126], [0.2204, 0.0731, -0.3795], [0.2098, -0.3377, -0.1302], [0.0480, -0.0992, -0.1874], [-0.4794, 0.0056, 0.1515], [-0.2222, 0.1544, 0.2444], [0.3542, -0.0406, -0.1155], [-0.1931, 0.0307, -0.2030], [0.1140, 0.0260, -0.3374], [0.1749, -0.2027, 0.1345], [-0.1665, 0.0427, 0.0043], [0.1276, -0.1285, 0.4479], [-0.1182, -0.2776, 0.1385], [-0.0239, 0.1012, 0.0200], [0.1092, 0.2157, 0.1615], [0.0274, 0.0561, -0.1948], [0.1036, -0.1869, 0.1337], [-0.1078, -0.1392, -0.1442], [0.3726, -0.0676, -0.0463], [-0.0228, 0.1806, -0.2783], [-0.1146, 0.0458, 0.1640], [-0.1351, -0.2716, -0.0621], [-0.0118, 0.3130, -0.1152], [-0.1646, -0.0642, 0.0751], [0.0912, -0.2703, 0.0008], [0.0185, -0.2082, 0.2907], [0.1553, -0.0545, -0.1432], [-0.1086, -0.1176, 0.0087], [-0.1747, 0.3047, -0.1647], [-0.0842, 0.1756, -0.1185], [-0.1466, -0.3335, -0.0371], [0.2699, -0.1502, 0.1663], [0.0413, -0.2936, -0.0532], [0.2260, 0.1172, 0.0206], [0.1965, 0.0383, 0.2719], [-0.1753, 0.1665, 0.0322], [-0.2723, -0.3147, -0.1146], [0.1902, 0.0287, 0.0456], [-0.3591, -0.3626, -0.0910], [-0.0891, 0.0065, 0.1127], [0.0924, -0.0714, -0.0403], [-0.0882, 0.0005, -0.0078], [0.0160, -0.0032, 0.0540], [-0.1049, -0.0408, -0.0464], [0.1842, 0.0733, 0.0882], [0.0191, -0.0112, -0.0350], [0.0426, 0.0023, -0.0076], [0.0104, 0.0407, -0.0310], [-0.0185, 0.0083, -0.0225], [-0.0325, 0.0129, 0.0220], [-0.0003, 0.0100, -0.0061], [0.0082, 0.0071, 0.0062], [-0.0288, -0.0154, 0.1191], [0.0071, -0.0118, -0.0546], [0.0347, 0.0023, 0.0145], [0.0428, -0.0057, -0.0068], [-0.0524, -0.0280, 0.0127], [-0.0645, -0.0178, -0.0312], [-0.0032, -0.0031, -0.0189], [0.0264, -0.0960, 0.0946], [0.0262, 0.1183, -0.0310], [0.0296, -0.0777, -0.0269], [-0.0482, 0.0847, 0.0400], [-0.0142, -0.0895, -0.1185], [-0.0379, 0.0189, 0.1160], [0.0023, 0.0217, -0.0231], [-0.0194, 0.0393, -0.0081], [-0.0367, 0.0005, -0.0223], [0.0003, -0.0152, -0.0279], [-0.0022, -0.0399, 0.0152], [-0.0133, 0.0006, -0.0071], [0.0078, 0.0063, 0.0182], [-0.0160, -0.0181, 0.0043], [0.0116, 0.0019, -0.0128], [-0.0056, 0.0298, 0.0221], [0.0020, 0.0325, -0.0064], [0.0208, 0.0077, -0.0041], [0.0193, -0.0264, -0.0342], [0.0080, -0.0094, -0.0286], [-0.0989, -0.0587, -0.0800], [0.1128, 0.0444, 0.0059], [-0.0865, 0.0366, -0.0029], [0.1190, -0.0555, 0.0467], [-0.0750, 0.0977, 0.0593], [0.0126, -0.1303, -0.0154], [0.0203, 0.0204, 0.0125], [0.0431, -0.0048, 0.0160], [0.0049, -0.0075, 0.0417], [-0.0169, 0.0217, 0.0140], [-0.0419, -0.0149, -0.0068], [0.0017, 0.0034, 0.0235], [0.0019, -0.0011, -0.0147], [-0.0242, -0.0241, -0.0185], [0.0082, 0.0092, -0.0250], [0.0219, -0.0264, -0.0141], [0.0370, 0.0057, 0.0023], [-0.0108, 0.0289, -0.0356], [-0.0413, 0.0439, -0.0007], [-0.0191, 0.0378, 0.0160]],
  "charge": -1,
  "e_lumo_ev": 2.5,
  "fmax_ev_per_a": 1.54,
  "e_homo_ev": -3.998,
  "energy_ha": -1816.914328,
  "gap_ha": 0.240
}